Computed, not measured: a gas-phase ion, C3H9N2 (charge +1), with the ωB97M-V functional and the def2-TZVPD basis.

Element x y z (Å)
C: -1.5593 0.1115 1.0744
C: -0.3806 0.0018 0.1216
N: -0.6345 -0.0894 -1.2690
C: 0.8762 -0.0352 0.5544
N: 1.9156 -0.1099 -0.4963
H: -1.4496 -0.4466 2.0003
H: -1.6504 1.1483 1.4151
H: -2.4243 -0.1546 0.4772
H: -1.2690 0.6306 -1.6005
H: -1.1600 -0.9401 -1.5014
H: 1.2031 0.1390 1.5656
H: 2.5489 0.6935 -0.3851
H: 2.4732 -0.9692 -0.5214
H: 1.5107 0.0203 -1.4349

Calculated values
- Energy above the lowest of the compared OMol25 structures with the same formula, charge and spin: 0.9930 eV
- Total energy: -6230.055 eV
- Maximum force: 1.255 eV/A
- LUMO level: -3.483 eV
- Orbital gap: 11.18 eV
- Charge: +1
- Structure (SMILES): C/C(N)=C/[NH3+]
- HOMO: -14.662 eV



Computed, not measured: 2 unconnected molecules or ions with the total composition C3H9N2, with the ωB97M-V functional and the def2-TZVPD basis.

Element x y z (Å)
C: -0.7654 0.5571 -0.5797
C: -1.6971 0.2705 0.4587
C: 2.9897 0.0198 -0.1840
N: 2.0935 -0.6111 0.4430
N: -2.5350 -0.6448 0.2633
H: -1.2111 0.2771 -1.4841
H: 0.1823 -0.2082 -0.5166
H: -0.1606 1.3546 -0.7153
H: -1.7912 0.7704 1.4314
H: 3.7061 0.5247 0.3407
H: 2.9291 0.0096 -1.2445
H: 2.2298 -0.6037 1.4321
H: -2.7171 -0.9812 -0.6405
H: -3.2531 -0.7347 0.9955

Calculated values
- Energy above the lowest of the compared OMol25 structures with the same formula, charge and spin: 2.5978 eV
- Total energy: -6228.451 eV
- Maximum force: 4.421 eV/A
- LUMO level: -4.771 eV
- Orbital gap: 8.97 eV
- Charge: +1
- HOMO: -13.743 eV



Computed, not measured: a gas-phase ion, C3H9N2 (charge +1), with the ωB97M-V functional and the def2-TZVPD basis.

Element x y z (Å)
C: -0.0259 -1.6382 0.2736
C: 0.0136 -0.1309 0.2990
N: 0.7906 0.6191 1.3341
C: -0.6699 0.6990 -0.5569
N: -0.6643 0.6046 -1.9339
H: -0.9319 -2.0115 0.7669
H: -0.4083 -1.8466 -0.7314
H: 0.9359 -2.0705 0.5023
H: 0.5240 0.1691 2.2185
H: 1.7936 0.5604 1.1524
H: 0.6053 1.6103 1.5120
H: -1.2650 1.5645 -0.1835
H: 0.3011 0.4646 -2.2043
H: -0.9988 1.4059 -2.4489

Calculated values
- Energy above the lowest of the compared OMol25 structures with the same formula, charge and spin: 2.5522 eV
- Total energy: -6228.496 eV
- Maximum force: 2.474 eV/A
- LUMO level: -3.775 eV
- Orbital gap: 8.76 eV
- Charge: +1
- Structure (SMILES): C/C([NH3+])=C\N
- HOMO: -12.539 eV



Computed, not measured: 2 unconnected molecules or ions with the total composition C3H9N2, with the ωB97M-V functional and the def2-TZVPD basis.

Element x y z (Å)
C: -2.1701 -0.6480 0.3928
C: -1.3504 0.3858 -0.2388
C: 1.5349 -0.1860 0.5007
N: -2.6672 0.5682 -0.2628
N: 1.5802 0.4086 -0.7945
H: -2.2207 -1.5713 -0.0100
H: -2.0378 -0.6775 1.5668
H: -0.4996 0.7377 -0.7845
H: 0.5146 0.2130 1.0079
H: 1.5686 -1.2412 0.5188
H: 2.2837 0.2337 1.0827
H: -3.4835 1.1491 -0.1247
H: 1.6367 -0.2569 -1.5097
H: 2.3562 1.0118 -0.9312

Calculated values
- Energy above the lowest of the compared OMol25 structures with the same formula, charge and spin: 4.8009 eV
- Total energy: -6226.247 eV
- Maximum force: 5.301 eV/A
- LUMO level: -5.883 eV
- Orbital gap: 7.85 eV
- Charge: +1
- HOMO: -13.736 eV



Computed, not measured: 2 unconnected molecules or ions with the total composition C3H9N2O, with the ωB97M-V functional and the def2-TZVPD basis.

Element x y z (Å)
N: -1.7719 -0.5159 -0.4716
C: -1.4357 -0.7241 1.0060
O: -2.2929 -1.4826 1.6557
H: -2.7315 -0.1752 -0.3986
H: -1.9170 -1.4798 -0.7714
H: -0.3871 -1.1333 0.9566
H: -1.3366 0.3226 1.4044
C: 2.9296 0.5377 -0.9980
C: 0.8988 1.1896 -0.1070
N: 1.6090 1.1200 -1.1454
H: 3.0125 -0.2841 -1.7088
H: 3.1353 0.1549 0.0110
H: 3.6923 1.2756 -1.2697
H: -0.1658 1.3930 -0.1548
H: 1.3119 0.9891 0.8890

Calculated values
- Energy above the lowest of the compared OMol25 structures with the same formula, charge and spin: 1.6155 eV
- Total energy: -8283.325 eV
- Maximum force: 0.474 eV/A
- LUMO level: 3.770 eV
- Orbital gap: 6.32 eV
- Charge: -1
- HOMO: -2.546 eV



Computed, not measured: a gas-phase ion, C3H9N2O (charge -1), with the ωB97M-V functional and the def2-TZVPD basis.

Element x y z (Å)
N: -0.7776 1.6975 -0.1570
C: 0.2007 1.2881 0.8409
C: 0.2438 -0.2429 1.0853
N: 0.6031 -0.9875 -0.0499
C: -0.1270 -1.2433 -1.4134
O: -1.3780 -1.5398 -1.3553
H: -1.6967 1.3655 0.1080
H: -0.5266 1.2086 -1.0095
H: 1.1812 1.5357 0.4592
H: 0.0549 1.8435 1.7671
H: 0.9307 -0.4050 1.9150
H: -0.7662 -0.4837 1.4968
H: 1.3664 -1.6331 0.0454
H: 0.5391 -2.0817 -1.7529
H: 0.1521 -0.3220 -1.9797

Calculated values
- Energy above the lowest of the compared OMol25 structures with the same formula, charge and spin: 1.2203 eV
- Total energy: -8283.720 eV
- Maximum force: 1.816 eV/A
- LUMO level: 4.349 eV
- Orbital gap: 6.92 eV
- Charge: -1
- Structure (SMILES): NCCNC[O-]
- HOMO: -2.567 eV



Computed, not measured: 2 unconnected molecules or ions with the total composition C3H9N2O, with the ωB97M-V functional and the def2-TZVPD basis.

Element x y z (Å)
C: 1.5055 -0.6758 1.4101
N: 1.5253 -1.1483 0.0073
C: 0.1848 -1.8180 -0.2338
O: -0.8312 -0.9228 -0.1802
H: 0.4599 -0.4594 1.7552
H: 2.1416 0.2049 1.6033
H: 1.9798 -1.4284 2.1199
H: 1.5845 -0.3140 -0.5930
H: 0.1789 -2.6142 0.5037
H: 0.3552 -2.2779 -1.2296
C: -1.5991 1.7952 -0.5824
N: -0.9031 2.8821 -0.7231
H: -1.1467 0.8841 -0.9661
H: -2.5790 1.7419 -0.1094
H: -1.2274 3.7003 -0.1955

Calculated values
- Energy above the lowest of the compared OMol25 structures with the same formula, charge and spin: 1.8007 eV
- Total energy: -8283.140 eV
- Maximum force: 2.432 eV/A
- LUMO level: 4.338 eV
- Orbital gap: 7.11 eV
- Charge: -1
- HOMO: -2.775 eV



Computed, not measured: a gas-phase ion, C3H9N2O (charge -1), with the ωB97M-V functional and the def2-TZVPD basis.

Element x y z (Å)
C: 0.8181 1.2354 0.2577
C: 0.1385 -0.0859 0.1457
C: 1.1136 -1.3312 -0.1681
N: -0.9051 0.0679 -0.8455
N: -2.2769 0.2242 -0.2193
O: -2.3824 -0.3006 1.0705
H: 1.0918 1.4874 -0.7716
H: 0.0651 1.9399 0.5294
H: 1.7620 1.3992 0.9320
H: -0.4285 -0.2295 1.2202
H: 2.1911 -0.8924 0.0470
H: 1.0308 -1.7134 -1.1671
H: 0.9452 -2.3011 0.4866
H: -0.9149 -0.7219 -1.4979
H: -2.2481 1.2220 -0.0197

Calculated values
- Energy above the lowest of the compared OMol25 structures with the same formula, charge and spin: 3.8109 eV
- Total energy: -8281.130 eV
- Maximum force: 3.533 eV/A
- LUMO level: 4.143 eV
- Orbital gap: 5.86 eV
- Charge: -1
- Structure (SMILES): CC(C)NN[O-]
- HOMO: -1.718 eV



Computed, not measured: a gas-phase ion, C3H9N2O (charge +1), with the ωB97M-V functional and the def2-TZVPD basis.

Element x y z (Å)
C: 0.6537 1.0854 0.1896
C: 0.8774 -0.3900 0.5601
C: -1.0160 -0.4993 -0.3213
N: 1.7797 -1.0954 -0.0600
N: -0.8106 1.0893 0.0429
O: -1.9286 -1.1618 0.3263
H: 1.1156 1.7012 0.9813
H: 1.1815 1.3627 -0.7921
H: 0.4481 -0.6926 1.5057
H: -0.9838 -0.6031 -1.3861
H: 1.9325 -1.9967 0.2860
H: 1.7703 -0.7843 -1.0226
H: -1.3335 1.6513 0.7619
H: -0.9847 1.6016 -0.8541
H: -2.7015 -1.2684 -0.2175

Calculated values
- Energy above the lowest of the compared OMol25 structures with the same formula, charge and spin: 4.0621 eV
- Total energy: -8275.012 eV
- Maximum force: 5.812 eV/A
- LUMO level: -3.261 eV
- Orbital gap: 8.98 eV
- Charge: +1
- HOMO: -12.237 eV



Computed, not measured: 2 unconnected molecules or ions with the total composition C3H9N2O, with the ωB97M-V functional and the def2-TZVPD basis.

Element x y z (Å)
C: -0.9740 0.9964 -1.8677
C: -1.1596 0.4982 -0.4748
N: -2.2973 0.9251 0.2478
O: -0.3526 -0.2778 0.0378
H: -1.7886 1.6571 -2.1396
H: -0.9187 0.1357 -2.5344
H: -0.0114 1.5052 -1.9213
H: -2.8331 0.0981 0.5199
H: -1.9660 1.2698 1.1497
C: 2.5534 -1.1323 1.6216
N: 2.0782 -0.9649 0.4573
H: 1.9069 -0.9998 2.4800
H: 3.5909 -1.4117 1.7592
H: 2.7334 -1.1112 -0.3078
H: 1.0346 -0.6743 0.2688

Calculated values
- Energy above the lowest of the compared OMol25 structures with the same formula, charge and spin: 1.6148 eV
- Total energy: -8277.459 eV
- Maximum force: 0.941 eV/A
- LUMO level: -4.708 eV
- Orbital gap: 9.36 eV
- Charge: +1
- HOMO: -14.067 eV



The highest HOMO belongs to which entry?
number 8